C21H38AlBrCl5N5O3PS | wB97M-V/def2-TZVPD

XYZ file:
```
76
Properties=species:S:1:pos:R:3
C 0.099 -4.049 5.194
C -0.202 -2.974 4.099
C 1.069 -2.747 3.173
C 0.946 -3.575 1.815
N 1.613 -2.789 0.751
C 0.709 -2.356 -0.296
P -0.056 -3.902 -1.117
C 1.252 -5.020 -1.844
C 1.793 -4.605 -3.275
C -1.318 -3.394 -2.368
C -2.632 -4.115 -1.990
C -0.525 -1.488 0.192
C -0.553 -0.077 -0.463
C -1.641 0.900 0.056
C -2.732 0.240 0.929
O -3.494 -0.489 0.435
Cl -2.779 0.678 2.662
N 0.832 0.469 -0.298
C 1.601 -0.334 -1.201
N 2.390 0.350 -1.972
C 2.447 1.799 -1.886
S 0.826 2.525 -2.428
O 0.206 3.033 -1.216
O 0.009 1.522 -3.085
N 1.531 -1.695 -1.337
H 1.022 -3.745 5.730
H 0.271 -5.015 4.667
H -0.727 -4.116 5.930
H -1.116 -3.174 3.506
H -0.358 -1.999 4.616
H 1.066 -1.662 2.936
H 1.982 -3.093 3.694
H 1.468 -4.556 1.895
H -0.142 -3.727 1.661
H 2.141 -2.002 1.111
H 2.065 -5.106 -1.090
H 0.755 -6.015 -1.963
H 1.882 -5.566 -3.847
H 2.955 -4.163 -3.161
H 1.132 -3.894 -3.814
H -0.998 -3.558 -3.416
H -1.504 -2.303 -2.229
H -2.462 -5.203 -1.892
H -3.467 -3.937 -2.711
H -2.938 -3.668 -1.023
H -1.493 -2.010 0.007
H -0.487 -1.337 1.300
H -0.663 -0.239 -1.563
H -2.181 1.271 -0.846
H -1.218 1.813 0.532
H 1.111 0.125 0.633
H 2.963 -0.151 -2.654
H 2.748 2.107 -0.872
H 3.219 2.134 -2.619
H 0.969 3.586 -3.286
H 1.242 -1.948 -2.278
N -0.900 6.364 1.922
C -1.164 5.391 1.020
C -2.273 5.390 0.199
C -3.171 6.439 0.303
C -2.933 7.452 1.228
C -1.803 7.374 2.006
H -0.442 4.588 0.976
H -2.430 4.586 -0.505
H -4.052 6.469 -0.325
H -3.619 8.281 1.338
H -1.578 8.138 2.744
C 2.802 6.121 -1.127
Cl 2.584 5.669 -2.817
Cl 1.242 6.078 -0.255
H 3.471 5.410 -0.653
H 3.226 7.120 -1.076
Cl 3.703 -3.021 -2.274
Cl -2.334 -5.326 0.109
Al 0.881 7.405 1.686
Br -1.835 3.315 2.016
```

Net charge: +1
2S+1: 1
Frontier orbital gap, eV: 2.5

Charges per atom according to Mulliken partitioning, unit e: C -1.22; C -0.54; C -0.55; C -0.57; N -0.10; C 0.01; P -0.21; C -0.57; C -1.04; C 0.37; C -1.60; C -1.28; C 0.47; C -0.02; C 0.69; O -0.47; Cl -0.16; N -0.07; C -0.09; N 0.03; C -0.67; S 0.82; O -0.31; O -0.66; N -0.36; H 0.32; H 0.29; H 0.37; H 0.36; H 0.33; H 0.27; H 0.48; H 0.37; H 0.08; H 0.46; H 0.43; H 0.49; H 0.35; H 0.17; H 0.38; H 0.58; H 0.09; H 0.41; H 0.42; H 0.38; H 0.31; H 0.13; H 0.24; H 0.24; H -0.55; H 0.43; H 0.34; H 0.33; H 0.44; H 0.17; H 0.68; N -0.13; C -1.63; C -0.10; C -0.53; C -0.58; C -0.35; H 1.67; H 0.49; H 0.42; H 0.40; H 0.44; C -0.40; Cl -0.12; Cl 0.19; H 0.31; H 0.43; Cl -0.56; Cl -0.23; Al 0.00; Br -0.40


C2F4O | wB97M-V/def2-TZVPD

XYZ file:
```
7
Properties=species:S:1:pos:R:3
F -1.511 1.078 0.406
C -0.787 -0.014 0.012
F -1.557 -1.098 0.223
O -0.011 0.019 -1.062
C 0.816 0.002 0.083
F 1.477 1.107 0.191
F 1.581 -1.112 0.344
```

2S+1: 1
Relative energy (zero: lowest compared OMol25 entry of this formula, charge and spin), kcal/mol: 32.3
SMILES: FC1(F)OC1(F)F
Frontier orbital gap, eV: 12.3

Charges per atom according to Mulliken partitioning, unit e: F -0.20; C 0.72; F -0.20; O -0.35; C 0.44; F -0.20; F -0.20


C39H38CsI2N2O2P2 | wB97M-V/def2-TZVPD

XYZ file:
```
86
Properties=species:S:1:pos:R:3
Cs 0.133 -1.039 1.336
C -0.242 1.571 5.192
C -0.004 0.265 4.427
O -0.458 0.214 3.252
C 0.681 -0.728 5.118
C 1.187 -1.937 4.588
C 1.999 -2.842 5.494
N 1.023 -2.219 3.337
N 1.528 -3.368 2.823
C 2.027 -3.357 1.624
O 2.154 -2.339 0.819
C 2.468 -4.696 1.170
C 2.343 -5.816 1.998
C 2.764 -7.060 1.573
C 3.332 -7.210 0.315
C 3.447 -6.112 -0.520
C 3.023 -4.868 -0.098
H -0.240 2.400 4.488
H 0.511 1.749 5.955
H -1.221 1.542 5.669
H 0.936 -0.526 6.151
H 2.199 -2.380 6.460
H 2.933 -3.098 4.996
H 1.446 -3.771 5.643
H 1.909 -5.676 2.977
H 2.655 -7.925 2.218
H 3.677 -8.181 -0.014
H 3.871 -6.237 -1.509
H 3.117 -4.006 -0.741
I 3.472 -0.307 1.556
C 4.634 1.446 2.177
I 3.717 3.353 1.752
H 5.612 1.475 1.704
H 4.747 1.407 3.254
C 0.022 1.367 -0.653
C -0.981 0.864 -1.679
P -2.095 -0.491 -1.029
C -2.742 0.307 0.478
C -2.834 -0.467 1.628
C -3.169 0.105 2.841
C -3.446 1.459 2.904
C -3.414 2.230 1.753
C -3.059 1.662 0.544
C -3.505 -0.244 -2.183
C -3.298 -0.469 -3.545
C -4.346 -0.380 -4.441
C -5.622 -0.076 -3.994
C -5.844 0.118 -2.640
C -4.798 0.026 -1.740
P 1.242 2.609 -1.307
C -0.003 3.703 -2.107
C -0.485 3.600 -3.406
C -1.469 4.464 -3.856
C -2.000 5.424 -3.011
C -1.531 5.529 -1.712
C -0.535 4.680 -1.269
C 2.008 1.703 -2.700
C 2.399 0.374 -2.541
C 3.152 -0.254 -3.518
C 3.532 0.431 -4.659
C 3.181 1.762 -4.809
C 2.441 2.398 -3.829
H 0.604 0.549 -0.227
H -0.488 1.876 0.170
H -0.447 0.442 -2.536
H -1.607 1.690 -2.032
H -2.597 -1.522 1.585
H -3.186 -0.496 3.737
H -3.670 1.921 3.854
H -3.651 3.284 1.800
H -3.028 2.272 -0.349
H -2.307 -0.722 -3.898
H -4.172 -0.556 -5.493
H -6.442 -0.006 -4.694
H -6.841 0.336 -2.282
H -4.984 0.167 -0.684
H -0.099 2.840 -4.069
H -1.828 4.385 -4.873
H -2.778 6.087 -3.366
H -1.941 6.279 -1.050
H -0.160 4.766 -0.258
H 2.152 -0.171 -1.641
H 3.458 -1.279 -3.373
H 4.120 -0.063 -5.420
H 3.504 2.314 -5.682
H 2.205 3.450 -3.923
```

Net charge: -1
2S+1: 1
Relative energy (zero: lowest compared OMol25 entry of this formula, charge and spin), kcal/mol: 32.6
Frontier orbital gap, eV: 5.6

Charges per atom according to Mulliken partitioning, unit e: Cs 1.98; C -1.54; C 0.54; O -0.23; C -0.76; C 0.04; C -1.31; N -0.03; N -0.49; C 0.14; O -0.81; C 0.20; C -0.16; C -0.69; C -0.28; C -0.70; C -0.36; H 0.33; H 0.41; H 0.27; H 0.14; H 0.37; H 0.32; H 0.25; H 0.44; H 0.37; H 0.37; H 0.38; H 0.51; I 0.43; C -0.96; I -0.06; H 0.43; H 0.36; C 1.47; C -0.44; P 0.29; C 0.21; C -1.32; C -0.55; C -0.44; C -0.92; C -0.17; C 0.63; C -0.59; C -0.67; C -0.45; C -0.69; C -0.28; P -0.23; C 0.17; C -0.03; C -0.65; C -0.50; C -0.67; C -0.38; C 0.63; C -0.43; C -0.73; C -0.54; C -0.58; C -0.57; H -2.43; H 0.38; H 0.57; H 0.31; H 1.03; H 0.29; H 0.41; H 0.39; H 0.56; H 0.36; H 0.39; H 0.37; H 0.39; H 0.27; H 0.45; H 0.38; H 0.39; H 0.41; H 0.43; H 0.44; H 0.49; H 0.38; H 0.38; H 0.52


C47H53GeNO4PPdTe2 | wB97M-V/def2-TZVPD

XYZ file:
```
110
Properties=species:S:1:pos:R:3
Pd -0.524 0.258 -0.709
C 8.853 2.408 -1.881
C 7.476 1.915 -1.522
C 6.353 2.706 -1.717
C 5.077 2.262 -1.381
C 3.920 3.197 -1.617
C 4.893 0.986 -0.822
Te 2.877 0.244 -0.297
N 0.632 -0.732 0.642
C 0.162 -0.074 1.676
O -0.555 0.975 1.537
C 0.449 -0.560 3.068
C 1.224 -1.691 3.291
C 1.451 -2.137 4.585
C 0.900 -1.453 5.662
C 0.129 -0.318 5.442
C -0.089 0.131 4.147
C 2.641 1.797 1.119
C 1.712 2.795 0.845
C 1.475 3.818 1.750
C 2.174 3.846 2.945
C 3.093 2.847 3.228
C 3.337 1.804 2.336
C 4.332 0.742 2.705
C 6.025 0.177 -0.633
C 5.984 -1.221 -0.056
C 7.289 0.653 -0.983
H 8.807 3.386 -2.360
H 9.354 1.720 -2.566
H 9.483 2.499 -0.994
H 6.469 3.697 -2.146
H 4.199 3.990 -2.313
H 3.598 3.663 -0.683
H 3.054 2.667 -2.017
H 1.632 -2.211 2.433
H 2.057 -3.019 4.756
H 1.073 -1.803 6.673
H -0.300 0.217 6.280
H -0.686 1.011 3.945
H 1.151 2.764 -0.082
H 0.734 4.575 1.523
H 1.996 4.636 3.665
H 3.625 2.859 4.173
H 4.568 0.790 3.769
H 5.259 0.862 2.138
H 3.942 -0.252 2.482
H 4.974 -1.546 0.178
H 6.573 -1.268 0.864
H 6.421 -1.935 -0.758
H 8.151 0.010 -0.826
C -5.671 4.502 1.888
C -4.316 4.245 2.070
C -3.718 3.177 1.419
C -4.462 2.341 0.583
C -5.816 2.608 0.410
C -6.419 3.684 1.056
Ge -3.533 0.848 -0.318
C -4.869 -0.115 -1.416
C -5.741 -1.020 -0.804
C -6.685 -1.719 -1.544
C -6.773 -1.527 -2.917
C -5.913 -0.632 -3.539
C -4.970 0.065 -2.793
C -3.256 -0.432 1.182
C -2.638 -1.675 1.061
C -2.589 -2.572 2.118
C -3.174 -2.250 3.333
C -3.812 -1.026 3.471
C -3.856 -0.133 2.408
H -6.139 5.339 2.392
H -3.726 4.881 2.719
H -2.659 2.983 1.562
H -6.413 1.972 -0.235
H -7.475 3.881 0.907
H -5.675 -1.191 0.265
H -7.350 -2.417 -1.049
H -7.505 -2.075 -3.499
H -5.971 -0.480 -4.611
H -4.285 0.746 -3.285
H -2.147 -1.942 0.136
H -2.071 -3.516 1.997
H -3.120 -2.939 4.167
H -4.270 -0.756 4.415
H -4.357 0.816 2.547
Te -1.929 2.094 -1.914
C 0.808 -4.592 -1.397
C 0.819 -3.097 -1.191
O 0.280 -2.470 -2.377
P -0.619 -1.134 -2.344
O -2.075 -1.706 -2.706
C -2.694 -2.853 -2.114
C -3.254 -3.719 -3.218
O -0.232 -0.478 -3.742
C -0.237 -1.214 -4.972
C 1.181 -1.532 -5.397
H 1.225 -5.083 -0.516
H 1.407 -4.873 -2.265
H -0.206 -4.968 -1.549
H 1.837 -2.728 -1.054
H 0.259 -2.779 -0.312
H -3.489 -2.499 -1.457
H -1.966 -3.404 -1.515
H -3.947 -3.138 -3.828
H -3.796 -4.564 -2.790
H -2.456 -4.103 -3.856
H -0.731 -0.569 -5.699
H -0.836 -2.119 -4.863
H 1.771 -0.618 -5.457
H 1.177 -2.009 -6.379
H 1.653 -2.202 -4.680
```

Net charge: -1
2S+1: 1
Relative energy (zero: lowest compared OMol25 entry of this formula, charge and spin), kcal/mol: 14.8
Frontier orbital gap (spin up / spin down), eV: 6.6 / 6.6

Here are the Mulliken charges for atoms 1 to 99, given in e: Pd 0.49; C -1.59; C 0.81; C -0.81; C 1.07; C -1.61; C -0.40; Te 0.62; N -0.78; C 2.71; O -0.73; C -0.42; C -0.41; C -0.80; C -0.50; C -0.74; C -0.50; C 0.14; C -0.58; C -0.79; C -0.81; C -0.72; C 1.30; C -1.59; C 1.27; C -1.87; C -0.77; H 0.34; H 0.35; H 0.31; H 0.27; H 0.44; H 0.24; H 0.14; H 0.41; H 0.42; H 0.38; H 0.43; H 0.42; H 0.49; H 0.45; H 0.37; H 0.38; H 0.48; H 0.21; H 0.22; H 0.06; H 0.35; H 0.47; H 0.39; C -0.46; C -0.69; C -0.22; C -0.35; C -0.18; C -0.71; Ge 1.02; C 0.15; C -0.13; C -0.67; C -0.46; C -0.66; C -0.32; C 0.76; C 0.42; C -0.64; C -0.77; C -0.94; C -0.63; H 0.36; H 0.42; H 0.40; H 0.30; H 0.39; H 0.46; H 0.40; H 0.34; H 0.36; H 0.19; H -0.10; H 0.40; H 0.35; H 0.39; H 0.33; Te -0.83; C -1.48; C 0.62; O -0.08; P 0.50; O -0.22; C 0.96; C -1.85; O -0.17; C -0.03; C -1.18; H 0.42; H 0.32; H 0.29; H 0.08


C3H11N2O | wB97M-V/def2-TZVPD

XYZ file:
```
17
Properties=species:S:1:pos:R:3
C 2.261 -1.777 0.609
O 2.295 -2.114 -0.759
H 1.671 -0.863 0.799
H 1.837 -2.620 1.151
H 3.235 -1.584 1.054
H 2.966 -1.586 -1.208
C -0.992 0.984 0.412
C -1.656 0.347 -0.656
N -1.214 -0.691 -1.273
N -1.358 2.392 0.705
H -0.248 0.567 1.083
H -2.659 0.665 -0.929
H -1.623 -0.955 -2.174
H -0.231 -0.984 -1.160
H -1.415 2.935 -0.168
H -0.623 2.824 1.285
H -2.247 2.459 1.230
```

Net charge: +2
2S+1: 2
Relative energy (zero: lowest compared OMol25 entry of this formula, charge and spin), kcal/mol: 44.0
Frontier orbital gap (spin up / spin down), eV: 7.3 / 4.2

Charges per atom according to Mulliken partitioning, unit e: C -0.43; O -0.50; H 0.01; H 0.26; H 0.36; H 0.32; C -0.34; C 0.08; N -0.10; N -0.30; H 0.45; H 0.43; H 0.35; H 0.19; H 0.41; H 0.40; H 0.41


C16H35N2O3 | wB97M-V/def2-TZVPD

XYZ file:
```
56
Properties=species:S:1:pos:R:3
C 4.422 -3.276 -0.476
C 4.929 -2.712 -1.894
O 5.718 -1.523 -1.629
C 5.018 -0.335 -1.943
O 4.655 -0.162 -3.131
C 4.716 0.730 -0.800
C 3.350 1.536 -1.076
C 2.086 0.892 -0.331
C 1.506 -0.423 -1.103
C 1.045 0.083 -2.548
N 0.121 -0.837 -3.282
C -0.399 -1.942 -2.438
C -0.798 -1.462 -0.965
O -1.221 -2.664 -0.244
N 0.400 -0.953 -0.229
H 3.676 -4.118 -0.651
H 5.314 -3.668 0.119
H 3.926 -2.437 0.113
H 5.599 -3.513 -2.354
H 4.025 -2.542 -2.562
H 5.573 1.493 -0.739
H 4.693 0.228 0.236
H 3.175 1.740 -2.188
H 3.492 2.577 -0.602
H 1.241 1.675 -0.402
H 2.256 0.704 0.779
H 2.395 -1.152 -1.133
H 0.651 1.167 -2.519
H 2.008 0.146 -3.181
H -0.647 -0.236 -3.633
H 0.280 -2.872 -2.454
H -1.380 -2.293 -2.932
H -1.688 -0.746 -0.925
H -1.900 -3.093 -0.812
H 0.078 -0.182 0.389
H 0.809 -1.681 0.394
C -3.100 1.601 0.066
C -2.900 0.881 1.395
C -4.213 0.480 2.067
C -5.129 1.645 2.454
C -4.504 2.681 3.390
C -4.108 2.109 4.744
H -3.637 2.542 0.193
H -2.130 1.833 -0.387
H -3.658 0.975 -0.636
H -2.300 1.505 2.064
H -2.311 -0.029 1.213
H -3.983 -0.115 2.958
H -4.767 -0.188 1.398
H -6.026 1.234 2.929
H -5.475 2.152 1.548
H -5.231 3.484 3.550
H -3.633 3.149 2.918
H -4.974 1.676 5.252
H -3.703 2.898 5.382
H -3.342 1.336 4.648
```

Net charge: +1
2S+1: 1
Relative energy (zero: lowest compared OMol25 entry of this formula, charge and spin), kcal/mol: 0.0
Frontier orbital gap, eV: 10.0

Charges per atom according to Mulliken partitioning, unit e: C -0.80; C -0.27; O -0.37; C 0.43; O -0.52; C -0.41; C -0.68; C -1.06; C 0.69; C -0.79; N -0.33; C -0.82; C 0.30; O -0.58; N 0.10; H 0.29; H 0.32; H 0.15; H 0.34; H 0.27; H 0.36; H 0.23; H 0.31; H 0.40; H 0.45; H 0.42; H -0.43; H 0.35; H 0.20; H 0.36; H 0.22; H 0.51; H 0.02; H 0.39; H 0.45; H 0.48; C -1.23; C 0.25; C -0.94; C -0.80; C -0.32; C -1.19; H 0.45; H 0.27; H 0.27; H 0.34; H -0.07; H 0.35; H 0.39; H 0.40; H 0.31; H 0.38; H 0.22; H 0.30; H 0.37; H 0.28


C6H13NO | wB97M-V/def2-TZVPD

XYZ file:
```
21
Properties=species:S:1:pos:R:3
C 0.142 2.680 -1.847
C 0.570 1.831 -0.643
C 1.679 0.860 -0.969
O -0.624 1.180 -0.163
H -0.741 3.255 -1.574
H -0.064 2.064 -2.720
H 0.942 3.377 -2.098
H 0.895 2.543 0.114
H 2.448 1.318 -1.594
H 1.328 -0.052 -1.464
H 2.217 0.517 -0.073
H -0.388 0.296 0.146
C -1.694 -1.782 1.318
C -2.119 -2.804 2.137
C 0.558 -2.073 0.775
N -0.658 -1.890 0.451
H -2.119 -0.780 1.380
H -1.534 -3.695 2.330
H -3.042 -2.594 2.663
H 1.335 -2.085 0.018
H 0.868 -2.167 1.815
```

Net charge: +1
2S+1: 2
Relative energy (zero: lowest compared OMol25 entry of this formula, charge and spin), kcal/mol: 62.9
Frontier orbital gap (spin up / spin down), eV: 8.0 / 4.6

Charges per atom according to Mulliken partitioning, unit e: C -1.39; C 0.79; C -1.37; O -0.53; H 0.37; H 0.34; H 0.38; H 0.14; H 0.38; H 0.33; H 0.32; H 0.28; C 0.26; C -0.54; C -0.18; N -0.22; H 0.36; H 0.33; H 0.30; H 0.35; H 0.31


Repeat the second record exactly.
C2F4O | wB97M-V/def2-TZVPD

XYZ file:
```
7
Properties=species:S:1:pos:R:3
F -1.511 1.078 0.406
C -0.787 -0.014 0.012
F -1.557 -1.098 0.223
O -0.011 0.019 -1.062
C 0.816 0.002 0.083
F 1.477 1.107 0.191
F 1.581 -1.112 0.344
```

2S+1: 1
Relative energy (zero: lowest compared OMol25 entry of this formula, charge and spin), kcal/mol: 32.3
SMILES: FC1(F)OC1(F)F
Frontier orbital gap, eV: 12.3

Charges per atom according to Mulliken partitioning, unit e: F -0.20; C 0.72; F -0.20; O -0.35; C 0.44; F -0.20; F -0.20